Record 1
Here is a structure of composition C52H57BCuN2O4S from the Open Molecules 2025 dataset. Energies are from ωB97M-V/def2-TZVPD.

The expectation value of S² is 0.75. The calculation puts the LUMO energy (spin up / spin down) at 0.23 / -0.94 eV. The value obtained for the HOMO-LUMO gap (spin up / spin down) is 0.29839 / 0.25451 Ha. The total energy comes out at -122172.0611 eV. The value obtained for the max |F| is 1.68 eV Å⁻¹.

Geometry as ORCA input:
```
! wB97M-V def2-TZVPD RIJCOSX def2/J DEFGRID3
* xyz 0 2
Cu -0.5543 0.3065 0.3669
O -1.5423 2.4796 0.3112
C -2.4280 2.7037 1.4161
C -2.6224 1.3340 2.1850
O -3.2320 1.3405 3.2406
O -2.1408 0.3158 1.5807
C -3.7539 3.2289 0.8765
C -4.9895 2.6903 1.2143
C -6.1528 3.2151 0.6648
C -6.0975 4.2751 -0.2259
C -4.8660 4.8168 -0.5670
C -3.7046 4.2978 -0.0195
C -1.8015 3.7373 2.3353
C -0.5282 4.2378 2.0961
C 0.0291 5.1847 2.9447
C -0.6781 5.6311 4.0491
C -1.9506 5.1319 4.2936
C -2.5133 4.1965 3.4417
H -2.0862 2.2996 -0.4643
H -5.0494 1.8746 1.9219
H -7.1097 2.7890 0.9395
H -7.0066 4.6862 -0.6461
H -4.8090 5.6516 -1.2545
H -2.7447 4.7340 -0.2715
H 0.0387 3.8751 1.2505
H 1.0196 5.5735 2.7403
H -0.2387 6.3595 4.7190
H -2.5070 5.4773 5.1560
H -3.4999 3.7985 3.6321
C 0.7131 1.7665 3.2450
C 1.6947 0.6082 3.3996
C 2.5575 0.7953 4.6531
C 0.9946 -0.7376 3.4413
C 0.2139 -1.0751 4.5395
C -0.2879 -2.3551 4.6846
C 0.0260 -3.3264 3.7496
C 0.7692 -3.0195 2.6161
C 1.1670 -4.1177 1.6500
C -0.0047 -5.0418 1.3221
C 2.3284 -4.9294 2.2362
C 1.1995 -1.6977 2.4387
N 1.9153 -1.3213 1.2611
B 1.4759 -0.6039 0.0939
N 2.6980 -0.4223 -0.6743
C 3.7528 -0.9782 0.0570
C 3.2922 -1.5112 1.1998
C 3.0110 0.1381 -1.9567
C 2.8940 1.5141 -2.2224
C 3.1973 1.9809 -3.5028
C 3.6558 1.1502 -4.5009
C 3.8498 -0.1855 -4.2087
C 3.5380 -0.7100 -2.9612
C 3.8312 -2.1919 -2.7628
C 5.3366 -2.4185 -2.5522
C 3.4039 -3.0398 -3.9764
C 2.4836 2.6331 -1.2690
C 1.0383 3.0275 -1.5840
C 2.7021 2.4250 0.2304
H 1.2369 2.7226 3.2742
H -0.0429 1.7650 4.0327
H 0.1918 1.6947 2.2871
H 2.3645 0.6178 2.5403
H 1.9378 0.9129 5.5435
H 3.1761 1.6885 4.5484
H 3.2107 -0.0659 4.8029
H 0.0086 -0.3297 5.2981
H -0.8978 -2.6051 5.5433
H -0.3196 -4.3411 3.9044
H 1.5067 -3.6503 0.7237
H -0.2896 -5.6382 2.1910
H 0.2667 -5.7300 0.5203
H -0.8682 -4.4607 1.0044
H 2.0308 -5.3874 3.1816
H 3.1958 -4.2950 2.4230
H 2.6268 -5.7238 1.5485
H 4.7689 -0.9016 -0.2840
H 3.8323 -1.9690 2.0123
H 3.0867 3.0407 -3.7028
H 3.8809 1.5387 -5.4858
H 4.2524 -0.8389 -4.9719
H 3.2962 -2.5472 -1.8809
H 5.8918 -2.0179 -3.4020
H 5.5503 -3.4864 -2.4714
H 5.7133 -1.9326 -1.6541
H 4.1762 -3.0300 -4.7468
H 2.4852 -2.6709 -4.4313
H 3.2584 -4.0801 -3.6789
H 3.1163 3.4790 -1.5527
H 0.3759 2.1905 -1.3640
H 0.9261 3.2826 -2.6385
H 0.7212 3.8833 -0.9880
H 1.8991 1.8373 0.6719
H 2.7206 3.3968 0.7288
H 3.6505 1.9239 0.4284
O -1.5165 0.1106 -1.2916
S -2.5357 -0.9930 -1.1173
C -3.5136 -0.8472 -2.6390
C -3.1291 0.0941 -3.5769
C -3.8444 0.2015 -4.7609
C -4.9311 -0.6280 -4.9924
C -5.3176 -1.5576 -4.0360
C -4.6144 -1.6635 -2.8474
C -1.7110 -2.5050 -1.6644
C -0.4377 -2.4183 -2.1951
C 0.1726 -3.5780 -2.6481
C -0.4991 -4.7899 -2.6068
C -1.7768 -4.8610 -2.0716
C -2.3773 -3.7176 -1.5726
H -2.2707 0.7215 -3.3765
H -3.5467 0.9333 -5.4999
H -5.4850 -0.5449 -5.9184
H -6.1685 -2.2010 -4.2156
H -4.9249 -2.3731 -2.0910
H 0.0619 -1.4597 -2.2476
H 1.1743 -3.5255 -3.0414
H -0.0217 -5.6866 -2.9814
H -2.2925 -5.8108 -2.0196
H -3.3592 -3.7712 -1.1179
*
```

=====

Record 2
Here is a structure of composition C16H20Br2N3OPtS from the Open Molecules 2025 dataset. Energies are from ωB97M-V/def2-TZVPD.

The calculation puts the LUMO energy at -3.03 eV. The value obtained for the HOMO-LUMO gap is 0.26756 Ha. The total energy comes out at -177596.9031 eV. The value obtained for the max |F| is 0.52 eV Å⁻¹.

Geometry as ORCA input:
```
! wB97M-V def2-TZVPD RIJCOSX def2/J DEFGRID3
* xyz 1 1
Pt -0.3351 -0.4876 -0.1121
C -1.0818 1.2604 2.1750
C -2.2763 1.8048 1.3795
N -2.1969 1.4510 -0.0248
C -3.3819 0.9137 -0.6638
C -3.7351 -0.4740 -0.1245
S -2.3332 -1.6497 -0.1816
C -2.2193 -2.1965 1.5381
C -1.8953 -1.0459 2.4649
N -0.7865 -0.1942 1.9343
H -1.2599 1.4106 3.2443
H -0.1850 1.8156 1.8979
H -2.3030 2.8867 1.5342
H -3.2097 1.4253 1.7992
H -1.7914 2.1914 -0.5787
H -3.1666 0.8349 -1.7303
H -4.2727 1.5444 -0.5491
H -4.5299 -0.9053 -0.7314
H -4.0937 -0.4359 0.9035
H -1.4197 -2.9368 1.5246
H -3.1391 -2.6994 1.8382
H -1.6330 -1.4339 3.4511
H -2.7692 -0.4151 2.6055
H 0.0374 -0.3961 2.4907
C 2.3295 -0.0492 2.0784
C 2.6673 -0.0318 0.6207
C 4.0159 0.1270 0.2412
C 4.3770 0.1412 -1.0710
C 3.3943 -0.0234 -2.0660
C 3.6436 -0.0482 -3.4594
Br 5.3999 0.1689 -4.1119
C 2.6208 -0.2358 -4.3450
C 1.3046 -0.4132 -3.8914
Br -0.0816 -0.6684 -5.1370
C 1.0032 -0.4002 -2.5475
O -0.2220 -0.5523 -2.0800
C 2.0649 -0.1880 -1.6274
N 1.7164 -0.1740 -0.2861
H 3.2271 0.0640 2.6786
H 1.8709 -1.0060 2.3394
H 1.6561 0.7725 2.3301
H 4.7600 0.2377 1.0166
H 5.4119 0.2648 -1.3594
H 2.8171 -0.2541 -5.4077
*
```

=====

> max |F| of number 1 (C52H57BCuN2O4S)?

1.68 eV Å⁻¹